{"formula": "C18H32BN5O6S", "method": "ωB97M-V/def2-TZVPD", "symbols": ["C", "O", "B", "O", "C", "C", "C", "C", "C", "C", "O", "C", "N", "S", "N", "C", "H", "H", "H", "H", "H", "H", "H", "H", "H", "H", "H", "C", "C", "O", "N", "C", "H", "H", "H", "H", "H", "H", "H", "C", "C", "O", "N", "C", "H", "H", "H", "H", "H", "H", "H", "C", "C", "O", "N", "C", "H", "H", "H", "H", "H", "H", "H"], "coordinates": [[1.78372, 0.60882, -0.29176], [1.04218, 0.75730, 0.94642], [0.07145, -0.16840, 1.12307], [0.28708, -1.37972, 1.75218], [-1.42230, 0.11306, 0.62990], [-2.02810, -0.57178, -0.38509], [-3.37362, -0.27581, -0.77143], [-4.09901, 0.69444, -0.14340], [-5.53989, 0.96401, -0.52756], [-6.46203, 0.09695, 0.33177], [-7.59372, -0.31967, -0.42959], [-3.50680, 1.44373, 0.91217], [-4.04658, 2.42178, 1.63387], [-2.91816, 2.88678, 2.67978], [-1.72272, 1.89463, 2.29130], [-2.16193, 1.13979, 1.28175], [2.66800, 1.22917, -0.20333], [2.14571, -0.40899, -0.42313], [1.21513, 0.94058, -1.14898], [-0.50028, -1.55557, 2.27652], [-1.50058, -1.35234, -0.91222], [-3.85034, -0.83262, -1.56431], [-5.72921, 2.00637, -0.29098], [-5.69933, 0.76355, -1.57931], [-5.89400, -0.78671, 0.62883], [-6.75394, 0.61656, 1.24473], [-8.02022, -1.01397, 0.07627], [3.17944, -3.96305, -0.73179], [3.92299, -2.86222, -1.45172], [3.57695, -1.69541, -1.37910], [5.00676, -3.21731, -2.19355], [5.56298, -4.54181, -2.39461], [2.34963, -3.52184, -0.18773], [2.78737, -4.69157, -1.44270], [3.83428, -4.46872, -0.02139], [5.45599, -2.43743, -2.64621], [6.59514, -4.56993, -2.04104], [5.55371, -4.79246, -3.45691], [4.99004, -5.28799, -1.85571], [1.09079, 0.23716, 4.92387], [0.38983, 0.02540, 6.24317], [0.02047, -1.07559, 6.61829], [0.17528, 1.12522, 7.01722], [0.53620, 2.50200, 6.73713], [1.19557, -0.71428, 4.41238], [0.50940, 0.91017, 4.29042], [2.08580, 0.65378, 5.08469], [-0.29527, 0.92185, 7.88424], [1.20705, 2.87669, 7.51262], [-0.35929, 3.12631, 6.72261], [1.03270, 2.58364, 5.77675], [-0.00612, 1.02639, -4.63212], [1.38038, 1.47901, -4.23612], [1.90108, 1.12566, -3.19214], [2.03741, 2.30630, -5.09383], [1.58001, 2.82739, -6.36820], [-0.39357, 0.37892, -3.85150], [-0.67384, 1.88169, -4.74212], [0.02344, 0.46890, -5.56906], [2.95446, 2.57140, -4.77187], [2.25736, 2.51263, -7.16403], [1.56221, 3.91822, -6.33974], [0.58283, 2.46894, -6.59768]], "atomic_forces_ev_per_a": [[0.4, 0.2, 0.5], [0.3, -0.4, -0.4], [-0.7, -0.1, 0.0], [0.3, 0.7, 0.3], [0.7, -0.1, 0.2], [-0.4, 0.3, 0.2], [0.2, 0.4, 0.5], [-0.9, 0.1, -0.7], [0.4, 0.1, 0.9], [0.2, -0.5, -0.3], [0.1, 0.3, 0.1], [0.6, -0.6, -0.3], [-0.2, 0.3, 0.2], [-0.1, -0.1, -0.1], [0.1, 0.2, 0.2], [-0.2, -0.1, -0.2], [0.1, 0.2, 0.0], [-0.2, 0.0, 0.0], [-0.2, 0.0, 0.0], [-0.1, -0.6, -0.2], [0.1, -0.1, 0.0], [0.0, -0.1, -0.1], [-0.2, 0.2, -0.4], [-0.1, -0.1, -0.2], [0.0, -0.1, 0.1], [-0.1, 0.2, 0.0], [-0.2, -0.1, 0.0], [0.0, 0.0, 0.0], [0.0, 0.1, 0.0], [0.1, -0.2, -0.1], [-0.1, -0.1, 0.1], [0.1, 0.3, -0.1], [0.0, 0.1, 0.0], [0.0, -0.1, 0.0], [0.0, -0.1, 0.0], [0.0, 0.0, 0.0], [0.0, -0.1, 0.0], [0.0, -0.1, 0.0], [0.0, 0.0, 0.0], [-0.1, 0.0, 0.0], [0.0, -0.1, 0.0], [0.0, 0.0, 0.0], [0.1, 0.0, -0.1], [-0.2, -0.2, 0.3], [0.0, 0.0, 0.1], [0.1, 0.1, 0.0], [0.0, 0.1, -0.1], [0.0, 0.0, 0.0], [0.0, 0.1, -0.1], [0.1, 0.1, -0.1], [0.0, 0.0, 0.0], [0.0, 0.0, 0.0], [0.1, 0.0, 0.1], [0.0, 0.1, -0.3], [-0.2, 0.0, -0.1], [0.3, 0.0, 0.2], [0.1, 0.0, 0.0], [0.0, 0.0, -0.1], [-0.1, 0.1, 0.0], [0.0, 0.0, 0.0], [-0.1, 0.0, -0.1], [-0.1, 0.0, -0.1], [0.0, 0.0, 0.0]], "lumo_ev": -0.317, "relative_energy_ev": 0.000, "max_force_ev_per_a": 1.090, "energy_ev": -50434.84237, "total_charge": 0}